Entry 1:
Formula: C24H33AsBF9IrPS4
Source: the OMol25 dataset
Level of theory: ωB97M-V with the def2-TZVPD basis set

The geometry in XYZ format:
```
74
Properties=species:S:1:pos:R:3:forces:R:3
Ir -0.1597 -1.5868 1.5202 0.2 0.2 -0.1
S 3.1030 0.3147 4.4290 0.1 -0.1 0.1
As 1.7939 -1.3231 4.2418 -0.5 0.0 -0.5
S 1.8820 -2.3144 2.1723 0.1 0.0 0.1
S -0.2883 -0.6501 3.6166 0.1 0.1 0.5
S 1.6739 -2.7799 5.7287 0.2 0.0 0.1
C -1.1472 4.0537 2.0926 0.0 0.0 0.0
C -0.0658 3.3011 2.8595 0.0 0.0 0.0
C 0.6706 2.3128 1.9428 0.0 -0.1 0.0
C -0.2611 1.7451 0.8509 0.0 0.0 0.1
C -1.6996 1.6742 1.3768 0.0 0.0 0.0
C -2.2454 3.0872 1.6271 0.0 0.0 0.0
P 0.3028 0.1352 0.1547 -0.1 -0.4 0.1
C 2.0974 0.2649 -0.2735 0.0 0.0 -0.2
C 2.4315 1.3093 -1.3638 -0.1 -0.1 -0.1
C 3.9513 1.5298 -1.4824 0.0 0.0 0.0
C 4.7089 0.2530 -1.1344 0.0 0.0 0.0
C 4.4698 -0.0963 0.3464 0.0 0.0 0.0
C 3.1228 0.4346 0.8448 0.0 0.1 0.1
C -0.4826 0.0712 -1.5479 0.0 0.1 0.0
C -0.7501 1.4251 -2.2705 0.1 -0.1 0.0
C -2.2260 1.8150 -2.2492 0.0 0.0 0.0
C -3.0700 0.8023 -3.0353 0.0 0.0 0.0
C -2.4792 -0.6109 -2.9200 0.0 0.0 0.0
C -1.7612 -0.7760 -1.5866 0.0 0.0 0.1
H -0.6823 4.5387 1.2248 0.0 0.0 0.0
H -1.5768 4.8593 2.6945 0.0 0.0 0.0
H -0.5078 2.7555 3.6985 0.0 0.0 0.0
H 0.6580 3.9954 3.2926 0.0 0.0 0.0
H 1.0833 1.5086 2.5525 0.0 0.0 0.0
H 1.5151 2.8186 1.4695 0.0 0.0 -0.1
H -0.2570 2.4377 0.0044 0.0 0.0 0.0
H -1.6901 1.1049 2.3058 0.0 0.0 0.0
H -2.3661 1.1305 0.7110 0.0 0.0 0.0
H -3.0284 3.0247 2.3874 0.0 0.0 0.0
H -2.7259 3.4713 0.7208 0.0 0.0 0.0
H 2.2464 -0.7316 -0.7059 0.1 0.1 0.1
H 1.9531 2.2658 -1.1440 -0.1 0.1 0.1
H 2.0454 0.9752 -2.3298 0.0 0.0 0.0
H 4.2675 2.3207 -0.7955 0.0 0.0 0.0
H 4.1906 1.8834 -2.4895 0.0 0.0 0.0
H 5.7768 0.3608 -1.3422 0.0 0.0 0.0
H 4.3542 -0.5566 -1.7812 0.0 0.0 0.0
H 5.2664 0.3229 0.9663 0.0 0.0 0.0
H 4.4930 -1.1789 0.4944 0.0 0.0 0.0
H 3.2079 1.4890 1.1095 0.0 0.1 0.0
H 2.8508 -0.0744 1.7599 0.0 0.0 0.0
H 0.2760 -0.4652 -2.1197 0.1 0.0 -0.1
H -0.4367 1.3194 -3.3162 0.0 0.0 0.0
H -0.1505 2.2384 -1.8775 0.1 0.1 0.1
H -2.3530 2.8183 -2.6661 0.0 0.0 0.0
H -2.5732 1.8696 -1.2145 0.0 0.0 -0.1
H -3.1282 1.1043 -4.0864 0.0 0.0 0.0
H -4.0924 0.8009 -2.6507 0.0 0.0 0.0
H -1.7758 -0.8038 -3.7391 0.0 0.0 0.0
H -3.2702 -1.3584 -3.0013 0.0 0.0 0.0
H -1.5336 -1.8210 -1.3978 0.0 0.1 0.0
H -2.4424 -0.4760 -0.7951 0.0 0.0 -0.1
F -3.8357 -2.5152 -0.1541 0.0 0.0 0.0
B -3.8316 -1.5797 0.8752 0.2 -0.1 0.3
F -2.4397 -1.4572 1.3605 -0.2 0.3 -0.1
F -4.2357 -0.3207 0.4025 0.0 0.0 0.0
F -4.6068 -1.9727 1.9495 0.0 0.0 -0.1
F -1.7959 -4.0815 1.6455 0.0 -0.1 0.0
C -1.0832 -4.1838 0.5125 0.0 -0.1 -0.1
C -0.2494 -3.1417 0.1257 0.1 0.1 0.0
C 0.4705 -3.3902 -1.0252 0.1 -0.2 -0.1
F 1.3640 -2.4845 -1.5012 -0.1 0.0 0.0
C 0.3639 -4.5507 -1.7734 0.0 0.0 0.0
F 1.0895 -4.7305 -2.8955 0.0 0.0 0.0
C -0.4948 -5.5466 -1.3571 0.0 0.0 0.0
F -0.6125 -6.6836 -2.0677 0.0 0.0 0.0
C -1.2211 -5.3636 -0.1973 -0.1 0.0 0.0
F -2.0471 -6.3376 0.2198 0.0 0.0 0.0
```
Forces are in eV/Å.

Values from the calculation:
F_max = 0.7 eV Å⁻¹
Charge = -2
Frontier orbital gap = 6.3 eV
E_tot = -166877.130 eV
LUMO energy = 4.178 eV

Charge distribution, Mulliken scheme, values in e: Ir 1.513; S -0.582; As 0.317; S -0.507; S -0.503; S -0.535; C -0.750; C -0.930; C -0.080; C 0.699; C -0.131; C -0.986; P 0.214; C 0.529; C -0.661; C -0.867; C -0.701; C -0.964; C 0.380; C 0.651; C -1.280; C -0.368; C -1.065; C -1.315; C 0.058; H 0.274; H 0.488; H 0.323; H 0.521; H -0.570; H 0.185; H 0.662; H 0.474; H -0.901; H 0.526; H 0.197; H 0.279; H -0.024; H 0.252; H 0.345; H 0.500; H 0.485; H 0.238; H 0.516; H 0.286; H 0.364; H -1.091; H 0.939; H 0.601; H 0.431; H 0.594; H -0.331; H 0.417; H 0.394; H 0.353; H 0.451; H 0.105; H -0.442; F -0.408; B 0.078; F -0.233; F -0.378; F -0.351; F -0.372; C 0.930; C -1.627; C 0.668; F -0.291; C 0.039; F -0.350; C 0.749; F -0.348; C 0.255; F -0.341

***

Entry 2:
Formula: C24H33Br2N4O8Sr
Source: the OMol25 dataset
Level of theory: ωB97M-V with the def2-TZVPD basis set

The geometry in XYZ format:
```
72
Properties=species:S:1:pos:R:3:forces:R:3
N 2.8408 -2.0424 2.4612 0.9 -1.1 0.1
H 3.0709 -3.0376 2.4033 0.1 0.2 -0.4
H 2.5875 -1.9211 3.4373 0.4 0.6 0.0
H 1.9577 -1.7798 1.8342 -1.9 0.3 -0.2
H 3.6349 -1.4934 2.1368 0.1 0.0 0.6
Sr -0.8990 -1.5459 3.3749 -2.3 -1.0 -1.0
C -3.8959 -2.8247 1.0133 0.0 -0.2 -0.4
C -4.0882 -2.9056 2.5115 -0.5 -0.5 0.4
O -3.2449 -2.0731 3.2156 2.3 0.8 0.2
H -4.5236 -3.5489 0.4822 0.1 0.0 0.1
H -2.8498 -3.0523 0.7752 0.0 0.1 -0.1
H -4.1521 -1.8442 0.6041 0.1 0.1 0.2
H -3.9557 -3.9587 2.8394 0.2 0.0 -0.2
H -5.1516 -2.7358 2.7529 0.1 0.4 -0.1
C -0.5973 -0.6451 -0.4918 -0.5 -0.5 0.0
C 0.6797 -1.2625 0.0363 -0.1 -0.2 -0.4
O 0.6434 -1.4202 1.4323 0.5 -0.1 0.9
H -0.6635 -0.7129 -1.5804 0.3 0.4 0.0
H -0.7551 0.3759 -0.1411 0.2 0.1 -0.1
H -1.4553 -1.2422 -0.1537 0.1 0.0 0.2
H 1.5505 -0.6655 -0.2812 -0.1 0.1 0.1
H 0.8161 -2.2476 -0.4444 0.0 0.1 0.0
Br -6.2378 -0.2430 -1.3530 0.0 -0.2 0.0
C -4.6043 0.0689 -2.3357 0.0 -0.1 -0.4
C -3.5989 0.8163 -1.5296 0.3 0.4 0.8
Br -4.1903 2.6429 -1.1927 0.2 0.0 0.0
H -4.8920 0.6223 -3.2230 0.0 0.0 -0.1
H -4.1827 -0.8903 -2.6329 -0.2 -0.1 0.1
H -2.6145 0.8791 -1.9865 -0.2 0.1 -0.4
H -3.4448 0.3688 -0.5496 -0.2 0.0 0.0
C -1.6378 -5.9438 -1.2858 -0.6 -0.1 0.1
C -0.8265 -4.9102 -0.8573 0.0 0.5 0.3
C -0.7197 -4.6394 0.4995 0.2 0.0 -0.3
C -1.4212 -5.4306 1.3839 0.3 0.0 0.2
C -2.2685 -6.4400 0.9846 -0.5 -0.6 -0.3
C -2.3993 -6.6783 -0.3701 0.7 0.2 -0.7
N -1.2488 -5.2072 2.8126 -0.3 0.8 0.2
O -0.5647 -4.2274 3.1749 0.1 0.2 -0.1
O -1.8010 -5.9305 3.5826 0.1 -0.2 0.3
H -1.7721 -6.1731 -2.3351 0.2 0.1 0.0
H -0.3241 -4.2312 -1.5342 0.1 -0.3 -0.2
H -0.1054 -3.8194 0.8430 0.0 0.0 0.1
H -2.8137 -7.0489 1.6903 0.0 0.1 0.2
H -3.0159 -7.4522 -0.8050 -0.2 -0.1 0.5
C 3.6893 1.2842 -1.9421 -0.1 0.4 0.7
C 3.2879 1.8756 -3.1266 -0.3 -0.2 -0.4
C 3.3848 3.2460 -3.2905 0.5 0.5 0.1
C 3.8507 3.9990 -2.2269 -0.4 0.1 0.1
C 4.2106 3.4466 -1.0182 0.3 0.1 0.2
C 4.1717 2.0768 -0.8956 -0.3 -0.7 -0.2
N 3.8567 5.4734 -2.3430 0.0 0.0 -0.4
O 4.2937 6.1020 -1.4047 0.0 0.1 0.1
O 3.4234 5.9569 -3.3705 0.1 -0.1 0.2
H 3.5432 0.2277 -1.7542 0.2 -0.1 -0.3
H 2.8510 1.2808 -3.9197 0.2 0.0 0.0
H 3.1886 3.7886 -4.2049 -0.3 -0.3 -0.1
H 4.4965 4.0692 -0.1855 0.1 0.1 -0.1
H 4.4646 1.5954 0.0299 0.0 0.1 0.0
C 1.1344 3.2856 0.7588 0.2 -0.4 0.6
C 2.1213 3.8925 1.5288 -0.2 0.4 0.3
C 2.3155 5.2666 1.4616 0.4 -0.4 0.5
C 1.5748 5.9885 0.5668 -0.3 -0.2 -0.5
C 0.6462 5.3857 -0.2579 0.0 -0.3 -0.9
C 0.4205 4.0146 -0.1682 0.0 0.5 0.1
N 1.8271 7.4243 0.4273 0.2 0.3 0.3
O 2.7447 7.8910 1.0747 -0.2 0.0 -0.1
O 1.0933 8.0449 -0.3055 0.0 0.2 -0.2
H 0.9033 2.2452 0.9676 0.1 -0.1 -0.4
H 2.7285 3.3192 2.2191 -0.1 -0.1 0.0
H 3.0224 5.7876 2.0922 0.1 -0.1 -0.1
H 0.1836 5.9250 -1.0732 -0.1 0.3 0.3
H -0.2938 3.5576 -0.8380 -0.1 -0.1 0.1
```
Forces are in eV/Å.

Values from the calculation:
F_max = 2.7 eV Å⁻¹
Charge = +1
Energy relative to the best compared isomer or geometry (same formula, charge and spin) = 3.6 kcal/mol
Frontier orbital gap = 6.3 eV
E_tot = -188670.701 eV
LUMO energy = -4.410 eV

Charge distribution, Mulliken scheme, values in e: N -0.450; H 0.379; H 0.309; H 0.097; H 0.357; Sr 1.823; C 0.157; C -0.499; O -0.899; H 0.344; H -0.326; H -0.143; H 0.180; H 0.350; C -0.970; C -0.161; O -0.639; H 0.442; H 0.338; H 0.057; H -0.012; H 0.303; Br -0.128; C -0.648; C -0.400; Br -0.104; H 0.460; H 0.370; H 0.299; H 0.141; C -0.532; C -0.393; C -0.163; C 0.181; C -0.499; C -0.545; N 1.076; O -0.761; O -0.545; H 0.393; H 0.392; H 0.498; H 0.488; H 0.427; C -0.393; C -0.665; C -0.494; C -0.002; C -0.214; C -0.488; N 1.126; O -0.592; O -0.627; H 0.464; H 0.401; H 0.508; H 0.581; H 0.375; C -0.072; C -0.651; C -0.246; C -0.281; C -0.346; C -0.491; N 1.083; O -0.601; O -0.601; H 0.285; H 0.400; H 0.492; H 0.484; H 0.521

***

Entry 3:
Formula: C24H33BrO2S4SbW
Source: the OMol25 dataset
Level of theory: ωB97M-V with the def2-TZVPD basis set

The geometry in XYZ format:
```
66
Properties=species:S:1:pos:R:3:forces:R:3
W 0.9558 -0.7745 -0.2168 0.1 0.4 -0.2
C -0.9360 -1.2020 1.1881 0.0 0.0 0.0
C -0.9734 0.1924 0.9855 0.0 -0.1 0.0
C 0.3215 0.7186 1.3762 0.0 -0.1 0.1
C 1.0380 -0.4255 1.9290 0.0 0.0 0.0
C 0.2747 -1.6284 1.7920 0.0 0.0 0.0
C 0.4604 -2.9438 2.5246 0.0 0.0 0.0
C 1.9352 -3.2768 2.7433 0.0 0.0 0.0
C -0.2022 -4.0948 1.7672 0.0 0.0 0.0
C -0.2239 -2.7740 3.8916 0.0 0.0 0.0
C 0.8794 2.1394 1.5248 0.0 0.0 0.0
C 0.0406 2.9317 2.5373 0.0 0.0 0.0
C 2.3055 2.0755 2.0924 0.0 0.0 0.0
C 0.9970 2.8775 0.1848 0.0 0.0 0.0
C -2.3067 0.8147 0.5505 0.0 0.0 0.0
C -3.0692 -0.1352 -0.3892 0.0 0.0 0.0
C -3.1225 0.9577 1.8512 0.0 0.0 0.0
C -2.2698 2.1807 -0.1380 0.0 0.0 0.0
H -1.7212 -1.8778 0.8966 0.0 0.0 0.0
H 2.0124 -0.3752 2.3808 0.0 0.0 0.0
H 2.4297 -3.5140 1.8032 0.0 0.0 0.0
H 2.0127 -4.1481 3.3986 0.0 0.0 0.0
H 2.4695 -2.4520 3.2222 0.0 0.0 0.0
H 0.2474 -4.2308 0.7845 0.0 0.0 0.0
H -1.2759 -3.9318 1.6443 0.0 0.0 0.0
H -0.0698 -5.0218 2.3304 0.0 0.0 0.0
H 0.2423 -1.9669 4.4622 0.0 0.0 0.0
H -0.1405 -3.6978 4.4693 0.0 0.0 0.0
H -1.2843 -2.5383 3.7715 0.0 0.0 0.0
H -0.0048 2.3947 3.4878 0.0 0.0 0.0
H -0.9792 3.1002 2.2006 0.0 0.0 0.0
H 0.4992 3.9071 2.7184 0.0 0.0 0.0
H 2.3254 1.6629 3.1026 0.0 0.0 0.0
H 2.7106 3.0885 2.1362 0.0 0.0 0.0
H 2.9638 1.4793 1.4565 0.0 0.0 0.0
H 0.0639 2.9204 -0.3645 0.0 0.0 0.0
H 1.7300 2.3728 -0.4483 0.0 0.0 0.0
H 1.3428 3.9004 0.3582 0.0 0.0 0.0
H -3.3870 -1.0475 0.1151 0.0 0.0 0.0
H -2.4636 -0.4025 -1.2543 0.0 0.0 0.0
H -3.9737 0.3671 -0.7395 0.0 0.0 0.0
H -3.2396 -0.0097 2.3428 0.0 0.0 0.0
H -4.1156 1.3515 1.6208 0.0 0.0 0.0
H -2.6373 1.6370 2.5540 0.0 0.0 0.0
H -1.7402 2.1261 -1.0851 0.0 0.0 0.0
H -1.8224 2.9558 0.4770 0.0 0.0 0.0
H -3.2996 2.4844 -0.3407 0.0 0.0 0.0
S 2.6533 -5.1790 -0.7281 0.0 0.0 0.0
Sb 2.3131 -3.2317 -1.8092 0.0 -0.1 0.1
S 0.0123 -2.5290 -1.6256 0.0 0.0 0.0
S 3.1281 -1.5338 -0.0962 -0.2 0.0 0.0
S 3.1472 -2.7615 -3.8451 0.0 0.0 0.0
Br -2.3265 3.2588 -5.9091 0.0 0.0 0.0
C -0.8336 2.1597 -5.4771 0.0 0.0 -0.1
C 0.0621 1.8136 -6.4764 0.0 0.0 0.1
C 1.1457 1.0062 -6.1551 0.0 0.0 -0.1
C 1.3369 0.5653 -4.8558 0.1 -0.1 0.1
C 0.4272 0.9296 -3.8695 0.0 0.1 -0.2
C -0.6730 1.7218 -4.1782 0.0 0.0 0.1
C 0.6308 0.4351 -2.4916 0.0 0.0 0.0
O -0.2929 0.4378 -1.6294 0.1 -0.1 -0.1
O 1.7473 -0.0280 -2.1335 -0.1 0.0 0.1
H -0.0911 2.1632 -7.4879 0.0 0.0 0.0
H 1.8406 0.7149 -6.9319 0.0 0.0 0.0
H 2.1594 -0.0887 -4.5891 0.0 0.0 0.0
H -1.3863 1.9787 -3.4069 0.0 0.0 0.0
```
Forces are in eV/Å.

Values from the calculation:
F_max = 0.5 eV Å⁻¹
Charge = -1
Energy relative to the best compared isomer or geometry (same formula, charge and spin) = 9.6 kcal/mol
Frontier orbital gap (spin up / spin down) = 6.3 / 6.3 eV
E_tot = -151271.554 eV
LUMO energy (spin up / spin down) = 2.024 / 2.007 eV

Charge distribution, Mulliken scheme, values in e: W 0.784; C -1.057; C 0.662; C 0.007; C -0.741; C 0.597; C 1.762; C -1.553; C -1.473; C -1.747; C 2.203; C -1.646; C -2.093; C -1.853; C 2.522; C -1.945; C -1.720; C -1.721; H 0.277; H 0.580; H 0.175; H 0.449; H 0.297; H 0.171; H 0.302; H 0.426; H 0.297; H 0.469; H 0.294; H 0.317; H 0.210; H 0.500; H 0.340; H 0.478; H 0.352; H 0.128; H 0.337; H 0.607; H 0.358; H 0.263; H 0.511; H 0.283; H 0.486; H 0.285; H -0.152; H 0.189; H 0.653; S -0.640; Sb 0.775; S -0.499; S -0.486; S -0.639; Br -0.230; C -0.213; C -0.360; C -0.644; C -0.507; C 0.546; C -0.033; C 0.548; O -0.254; O -0.681; H 0.395; H 0.402; H 0.317; H 0.334